C35H41N7PdS as an isolated structure. Source: OMol25; level of theory: ωB97M-V with the def2-TZVPD basis set.

Positions of all 85 atoms, in Å:
Pd 1.48527 2.03076 0.11245
S 1.36061 4.28093 -0.47584
N -0.75914 0.99119 0.15304
N 0.95209 5.53445 1.89911
N 2.06593 1.35640 -1.71172
N 1.24099 3.21603 1.84724
N -3.06455 2.30457 -4.25214
N 1.72743 0.11656 0.86320
N -0.92986 1.32313 -3.92833
C -3.48957 1.17351 -4.80436
C -1.79979 2.31863 -3.86089
C 2.76033 -3.48169 4.16956
C 3.17563 1.84593 -2.29186
C -5.06355 -1.16110 -1.57406
C 1.68202 -0.03258 -3.61807
C 0.86716 -1.98839 1.55305
C -2.93519 0.55378 -0.72675
C 0.56960 6.85486 3.90501
C 1.17582 4.39806 1.20059
C -1.59704 -1.24197 0.05719
C 0.81286 4.32665 3.89471
C -4.32059 -2.57832 0.33730
C 2.92828 -0.26034 1.32191
C 3.15316 -1.48361 1.90732
C -0.44813 -0.96814 -4.60222
C 0.84356 -1.05442 -4.27562
C 2.32749 -3.73752 2.71758
C -0.61481 -0.32211 0.38361
C 1.08166 1.81573 3.80858
C -1.90214 1.40651 -0.37156
C 2.84489 0.44982 -4.20005
C 2.10068 -2.39353 2.04722
C 3.44249 -4.48164 1.96980
C -2.66460 0.07098 -4.95557
C 1.34650 0.44143 -2.35673
C -3.23686 -2.82035 -1.91296
C 0.69800 -0.74329 0.95563
C -1.36013 0.18132 -4.48144
C 3.59463 1.40728 -3.52891
C 1.03388 3.15066 3.15743
C 1.06824 -4.60155 2.72004
C 0.77980 5.53844 3.24921
C -3.85560 -1.82818 -0.91838
C -2.79497 -0.81335 -0.52486
H 3.72789 0.46110 1.20629
H -2.42029 -3.39039 -1.46909
H 4.49447 1.81806 -3.96218
H 3.18365 -4.63864 0.92219
H -1.42952 -2.29629 0.21317
H -3.02335 -0.83581 -5.41891
H -5.07440 -3.31626 0.06462
H 0.45340 0.08792 -1.86948
H -4.78951 -0.63413 -2.49088
H -0.89460 -1.84081 -5.06417
H 1.28905 -5.55496 3.19772
H -3.50216 -3.10972 0.82249
H 3.59576 -5.45765 2.42843
H 4.39152 -3.94852 2.01280
H 2.94414 -4.43267 4.66792
H -3.99352 -3.53242 -2.24027
H -2.85443 -2.30254 -2.79367
H 3.15489 0.09754 -5.17369
H 0.90596 6.40668 1.38351
H -1.98847 2.47450 -0.54481
H 0.25549 -4.13980 3.28269
H -5.55435 -0.45642 -0.90218
H 0.78909 1.03428 3.10947
H 0.01350 -2.64040 1.64095
H 1.35765 -1.97665 -4.52303
H -4.76341 -1.89586 1.06282
H 3.67936 -2.89908 4.22158
H 0.71942 -4.81773 1.70915
H 1.45550 7.47928 3.77530
H 0.66563 4.28099 4.96204
H 2.10680 1.62121 4.13569
H -0.28022 7.37287 3.45897
H -4.51968 1.15136 -5.14076
H 0.44286 1.79009 4.68890
H -1.43702 3.24799 -3.43410
H -3.82771 0.96806 -1.16884
H 3.72048 2.59748 -1.73598
H -5.79556 -1.92200 -1.83981
H 1.98524 -2.95399 4.72629
H 4.14808 -1.71992 2.25246
H 0.38588 6.72777 4.96795

Calculated values
Total charge: +2
ΔE to the lowest compared entry with this formula, charge and spin (kcal/mol): 0.0
Energy (eV): -61695.8227
Frontier orbital gap (eV): 7.66
HOMO energy (eV): -13.7

Atom charges from the Mulliken analysis, given in e for atoms 1 to 4:
1. Pd 0.347
2. S -0.417
3. N 0.404
4. N 0.077